1.
This record from the Open Molecules 2025 dataset describes C3H4BrClS as an isolated structure at a distorted geometry. The level of theory is wB97M-V/def2-TZVPD.

Output
Energy = -96569.5301 eV
HOMO = -8.60 eV
Maximum force = 3.16 eV Å⁻¹
E_LUMO = -1.4341 eV
Gap between HOMO and LUMO = 7.17 eV
Charge = 0
Energy above the lowest of the compared OMol25 structures with the same formula, charge and spin = 93.3 kcal per mole

Cartesian coordinates (Å):
1 C 0.148041 1.787996 0.986975
2 C -1.741637 -1.152132 -0.075951
3 C 1.370705 -0.301907 -0.344167
4 S 0.121038 0.202490 0.827309
5 Cl -2.629484 -1.838812 1.162385
6 Br -2.857553 0.111865 -1.069084
7 H 0.839553 2.328220 0.397760
8 H 2.473367 -0.037605 -0.167344
9 H 0.980563 0.198404 -1.198427
10 H 1.295407 -1.298515 -0.519455

Force components x, y, z for each atom (eV/Å):
-1.5 -0.2 1.0
-0.3 0.2 -1.3
1.6 2.3 0.1
0.9 0.7 1.4
-0.4 -0.2 0.5
0.3 -0.4 0.4
1.1 0.5 -0.7
-1.9 -0.1 0.2
0.3 0.3 -1.2
-0.2 -3.1 -0.4

These are the Mulliken partial charges, in e, on atoms 1 to 5: C -0.4449; C -0.0345; C -0.8864; S 0.1763; Cl -0.0184

***

2.
This record from the Open Molecules 2025 dataset describes a 3-piece molecular cluster, C4H7NO2 overall at a distorted geometry. The level of theory is wB97M-V/def2-TZVPD.

Output
Energy = -9844.9571 eV
HOMO = -9.88 eV
Maximum force = 1.41 eV Å⁻¹
E_LUMO = 1.0863 eV
Gap between HOMO and LUMO = 10.97 eV
Charge = 0
Energy above the lowest of the compared OMol25 structures with the same formula, charge and spin = 53.6 kcal per mole

Cartesian coordinates (Å):
1 C 1.055779 0.528481 1.265963
2 C 1.811709 0.032080 0.065478
3 C -1.356864 -1.547387 -0.406221
4 N -1.978265 -0.550159 0.068978
5 C -1.220532 1.775933 -1.745278
6 O -0.323630 2.401283 -1.437841
7 O 1.323326 -0.189566 -1.019284
8 H -0.023123 0.512190 1.084844
9 H 1.381673 1.552598 1.489346
10 H 1.306527 -0.080587 2.142798
11 H 2.900510 -0.129616 0.222972
12 H -0.463810 -1.906983 0.108332
13 H -1.637864 -2.088909 -1.316853
14 H -2.775436 -0.309359 -0.523233

Force components x, y, z for each atom (eV/Å):
-0.1 0.0 -0.1
-0.1 0.0 -0.2
-0.1 0.2 0.2
0.0 -0.4 -0.3
1.1 0.8 0.3
-1.1 -0.7 -0.4
0.2 0.1 0.5
0.2 0.0 0.0
0.0 -0.1 -0.1
0.0 0.1 -0.1
-0.1 0.0 -0.1
-0.1 0.0 0.0
0.0 0.1 0.1
0.0 0.0 0.1

These are the Mulliken partial charges, in e, on atoms 1 to 5: C -0.8741; C 0.1233; C -0.2542; N -0.5071; C 0.1280

***

3.
This record from the Open Molecules 2025 dataset describes a 14-piece molecular cluster, C73H72F2N16O4 overall at a distorted geometry. The level of theory is wB97M-V/def2-TZVPD.

Output
Energy = -114320.2919 eV
HOMO = -9.23 eV
Maximum force = 12.60 eV Å⁻¹
E_LUMO = -1.7031 eV
Gap between HOMO and LUMO = 7.53 eV
Charge = 0
Energy above the lowest of the compared OMol25 structures with the same formula, charge and spin = 188.0 kcal per mole

Cartesian coordinates (Å):
1 C -4.719383 -3.476161 -1.283560
2 C -3.060812 -3.633593 -1.432842
3 C -2.809746 -5.287643 -1.441175
4 N -2.533632 -6.571233 -1.520391
5 C -2.251530 -3.072905 -0.118026
6 C -3.321131 -2.335759 0.935217
7 N -4.322618 -1.872277 1.605928
8 C -1.433607 -4.231658 0.725044
9 O -0.727677 -3.496099 1.826760
10 O -1.276874 -3.758156 2.978670
11 N -2.538503 -3.139613 -2.763497
12 C -1.081049 -3.564658 -2.981726
13 O -0.865656 -4.480651 -3.938983
14 F 0.086763 -3.007824 -2.258946
15 C -2.516318 -1.633123 -2.872927
16 O -3.218538 -0.762681 -2.144908
17 F -1.570157 -1.030463 -3.884419
18 H -5.070999 -2.361058 -1.237709
19 H -5.146539 -4.146779 -0.396712
20 H -5.149346 -3.948763 -2.289129
21 H -1.451934 -2.230266 -0.365150
22 H -0.550912 -4.734049 0.097640
23 H -2.128781 -5.012979 1.251373
24 H -1.505509 -2.839911 3.363843
25 N 3.179214 -5.728745 3.931794
26 C 4.181014 -4.881218 4.253423
27 C 4.058170 -3.501087 4.236260
28 C 2.835219 -2.953771 3.862987
29 C 1.784933 -3.800719 3.524320
30 C 2.003224 -5.168078 3.575205
31 H 5.116305 -5.356405 4.534651
32 H 4.895795 -2.868318 4.506899
33 H 2.701465 -1.876249 3.836407
34 H 0.819723 -3.405489 3.228638
35 H 1.213584 -5.870547 3.323580
36 N -1.901527 0.683165 0.472951
37 C -1.929371 1.518685 -0.588407
38 C -1.626403 2.868827 -0.514423
39 C -1.276896 3.398058 0.723422
40 C -1.241120 2.563194 1.835554
41 C -1.556918 1.225379 1.661102
42 H -2.211030 1.059145 -1.531355
43 H -1.662526 3.492649 -1.400310
44 H -1.034150 4.452215 0.820775
45 H -0.973144 2.945024 2.814156
46 H -1.539837 0.532667 2.497862
47 N -3.165967 6.343141 -0.364312
48 C -4.013911 5.300565 -0.225112
49 C -5.389889 5.404129 -0.352025
50 C -5.932577 6.653053 -0.635183
51 C -5.085198 7.746398 -0.782356
52 C -3.721982 7.542676 -0.640753
53 H -3.542617 4.347944 -0.001382
54 H -6.023051 4.532301 -0.232533
55 H -7.006840 6.773485 -0.740567
56 H -5.476907 8.732957 -1.002656
57 H -3.019140 8.363881 -0.750042
58 N 7.433305 -8.319445 -0.220665
59 C 7.916909 -7.183956 0.329012
60 C 7.223136 -6.418771 1.252763
61 C 5.953746 -6.839417 1.635129
62 C 5.427657 -8.003826 1.085132
63 C 6.199098 -8.703592 0.171284
64 H 8.909819 -6.895646 -0.003652
65 H 7.661685 -5.516533 1.663736
66 H 5.379201 -6.264896 2.355875
67 H 4.441177 -8.358038 1.362000
68 H 5.834119 -9.620376 -0.283255
69 N -7.187879 -0.760853 -2.224643
70 C -6.186078 0.086674 -1.903014
71 C -6.308922 1.466805 -1.920177
72 C -7.531874 2.014121 -2.293450
73 C -8.582160 1.167173 -2.632117
74 C -8.363869 -0.200186 -2.581232
75 H -5.250788 -0.388513 -1.621787
76 H -5.471298 2.099573 -1.649538
77 H -7.665627 3.091643 -2.320030
78 H -9.547371 1.562403 -2.927799
79 H -9.153509 -0.902655 -2.832857
80 N 2.614917 -2.743821 -7.818997
81 C 1.618775 -3.378041 -7.162630
82 C 1.090825 -2.943177 -5.957513
83 C 1.617517 -1.789587 -5.386266
84 C 2.645380 -1.115274 -6.037355
85 C 3.104814 -1.625722 -7.240798
86 H 1.243575 -4.274898 -7.646914
87 H 0.288805 -3.490882 -5.475808
88 H 1.230180 -1.418851 -4.441716
89 H 3.077598 -0.213800 -5.618072
90 H 3.903087 -1.133397 -7.789145
91 N 2.118738 6.815322 -1.872481
92 C 2.602343 7.950809 -1.322805
93 C 1.908570 8.715995 -0.399053
94 C 0.639180 8.295350 -0.016688
95 C 0.113091 7.130940 -0.566685
96 C 0.884533 6.431174 -1.480533
97 H 3.595254 8.239120 -1.655468
98 H 2.347120 9.618233 0.011919
99 H 0.064635 8.869869 0.704059
100 H -0.873390 6.776729 -0.289817
101 H 0.519553 5.514391 -1.935072
102 N 9.175350 -1.373812 -5.948354
103 C 8.568004 -2.335866 -5.219702
104 C 7.198214 -2.544911 -5.208632
105 C 6.399522 -1.715420 -5.988718
106 C 6.995496 -0.714232 -6.748686
107 C 8.374128 -0.585269 -6.697153
108 H 9.233464 -2.954954 -4.625097
109 H 6.764617 -3.334957 -4.606073
110 H 5.321654 -1.848089 -6.004617
111 H 6.400812 -0.051027 -7.366568
112 H 8.886681 0.178632 -7.275126
113 N -7.223083 2.842374 1.570577
114 C -8.303124 3.652579 1.521262
115 C -9.289637 3.681713 2.493933
116 C -9.165464 2.825736 3.583144
117 C -8.065250 1.978069 3.661288
118 C -7.128947 2.023862 2.640920
119 H -8.356596 4.299315 0.650324
120 H -10.134478 4.355096 2.404176
121 H -9.919544 2.819314 4.364793
122 H -7.939731 1.298846 4.496852
123 H -6.250833 1.384387 2.658115
124 N -0.745981 4.778475 4.701260
125 C -0.773826 5.613997 3.639902
126 C -0.470857 6.964138 3.713886
127 C -0.121351 7.493369 4.951731
128 C -0.085575 6.658506 6.063863
129 C -0.401372 5.320690 5.889411
130 H -1.055485 5.154456 2.696954
131 H -0.506981 7.587960 2.827999
132 H 0.121396 8.547526 5.049083
133 H 0.182402 7.040335 7.042465
134 H -0.384292 4.627978 6.726171
135 N -7.334372 -0.186497 6.846632
136 C -7.019953 -1.212504 7.667487
137 C -5.802174 -1.334081 8.317395
138 C -4.844833 -0.346329 8.111621
139 C -5.138312 0.721901 7.270271
140 C -6.385524 0.758032 6.667720
141 H -7.798506 -1.959287 7.793306
142 H -5.604791 -2.178619 8.967820
143 H -3.878160 -0.408186 8.602913
144 H -4.413597 1.507481 7.088831
145 H -6.663586 1.573062 6.005364
146 N 5.543006 2.136712 -7.785421
147 C 5.591155 3.232673 -8.574030
148 C 4.468985 3.859050 -9.092233
149 C 3.219718 3.328795 -8.787828
150 C 3.137663 2.199542 -7.979641
151 C 4.316111 1.645817 -7.505762
152 H 6.588685 3.606629 -8.785567
153 H 4.566698 4.738660 -9.718326
154 H 2.317490 3.791708 -9.176860
155 H 2.179245 1.761812 -7.724508
156 H 4.304386 0.766117 -6.868345
157 N 7.616210 -6.221867 4.745232
158 C 7.930629 -7.247873 5.566087
159 C 9.148408 -7.369450 6.215995
160 C 10.105749 -6.381698 6.010220
161 C 9.812270 -5.313467 5.168871
162 C 8.565059 -5.277338 4.566320
163 H 7.152077 -7.994656 5.691905
164 H 9.345791 -8.213988 6.866419
165 H 11.072422 -6.443555 6.501512
166 H 10.536985 -4.527888 4.987431
167 H 8.286997 -4.462308 3.903963

Force components x, y, z for each atom (eV/Å):
-0.2 -0.8 -1.5
-1.4 -2.0 2.1
2.2 -8.7 -1.2
-2.7 12.3 0.9
0.0 1.0 1.6
-6.7 2.3 3.4
9.1 -4.1 -5.8
0.4 0.4 0.6
1.4 0.0 -6.4
-2.9 1.0 5.5
3.7 3.3 0.7
2.2 -5.7 -6.3
-1.2 6.8 7.4
-4.3 -1.3 -1.8
-2.8 5.6 3.3
5.0 -6.8 -5.4
-2.9 -2.8 3.0
0.9 -2.3 0.2
1.3 1.7 -1.8
0.9 1.1 2.2
-1.9 -1.7 0.4
-2.2 1.1 1.2
1.3 1.5 -1.3
0.2 -2.0 -0.8
-0.2 1.0 -0.1
-0.5 -0.6 -0.1
-0.3 0.1 -0.1
0.0 -0.1 0.0
0.2 0.3 0.1
0.7 -0.5 0.2
0.0 0.1 0.0
0.0 -0.1 0.0
0.0 -0.1 0.0
0.5 -0.2 0.2
0.0 0.1 0.0
0.3 0.9 0.1
0.0 -0.6 0.5
0.2 0.0 0.3
0.1 -0.1 0.0
0.0 0.2 -0.2
-0.3 -0.5 -0.8
0.1 0.2 0.1
0.0 -0.1 0.0
0.0 -0.1 -0.1
0.0 -0.1 0.0
0.0 0.1 0.0
-1.1 0.1 -0.1
0.6 0.5 0.0
-0.2 0.3 -0.1
0.1 0.0 0.0
-0.1 -0.2 0.0
0.5 -0.7 0.2
-0.2 0.1 0.0
0.1 0.0 0.1
0.1 0.0 0.0
0.1 -0.1 0.0
-0.1 0.0 0.0
-0.5 0.5 0.7
-0.3 -0.8 -0.4
-0.2 -0.2 0.0
-0.1 0.1 0.1
0.2 0.2 0.1
0.9 0.2 -0.3
-0.1 0.0 0.0
0.0 -0.1 0.0
0.1 -0.1 -0.1
0.1 0.0 0.0
0.0 0.1 0.0
-0.1 1.0 0.0
-0.6 -0.6 -0.1
-0.3 0.1 -0.1
0.0 0.0 0.0
0.2 0.1 0.1
0.7 -0.5 0.2
-0.2 0.3 0.0
-0.1 -0.1 0.0
0.0 -0.1 0.0
0.1 -0.1 0.0
0.0 0.1 0.0
-0.4 0.3 0.9
0.7 0.4 -0.6
0.1 0.3 0.1
0.0 0.0 0.0
-0.3 -0.2 0.1
-0.4 -0.8 -0.5
0.0 0.1 0.1
0.2 0.1 -0.2
0.0 0.0 -0.1
-0.1 -0.1 0.0
-0.1 -0.1 0.0
-0.5 0.5 0.7
-0.2 -0.8 -0.4
-0.2 -0.1 0.1
0.1 -0.1 -0.1
0.1 0.2 0.2
0.9 0.2 -0.3
-0.1 0.0 0.1
0.0 -0.1 -0.1
0.0 0.0 -0.1
0.0 0.0 -0.1
0.0 0.1 0.0
-1.0 -0.1 0.0
0.5 0.6 -0.5
-0.1 0.2 -0.1
0.1 0.0 0.0
-0.2 -0.3 0.1
0.6 -0.5 0.5
-0.1 0.0 0.0
0.1 0.1 0.0
0.2 0.0 0.0
0.2 0.0 0.1
-0.1 0.0 0.0
-0.7 0.1 0.7
0.8 -0.6 0.0
0.0 -0.1 0.1
0.0 0.0 0.0
-0.3 0.2 0.0
0.1 0.5 -0.8
-0.1 0.0 0.0
0.1 -0.1 0.0
0.1 0.0 -0.1
-0.1 0.0 -0.2
-0.1 0.0 0.0
0.2 1.0 0.0
0.0 -0.6 0.7
0.1 0.1 0.3
0.0 0.0 0.0
0.0 0.1 -0.2
-0.2 -0.5 -0.7
0.0 0.2 0.1
0.0 -0.1 0.1
0.0 -0.1 0.0
0.0 -0.1 -0.1
0.0 0.1 0.0
0.9 0.0 0.4
-0.3 0.6 -0.6
0.2 0.2 -0.1
0.0 0.0 0.0
0.0 -0.2 0.2
-0.7 -0.6 0.1
0.1 0.0 0.0
0.0 0.1 -0.1
-0.1 0.0 -0.1
-0.1 -0.1 0.0
0.2 0.0 0.1
-0.9 0.5 -0.4
0.1 -0.7 0.5
-0.2 -0.1 0.1
0.0 0.0 0.0
0.0 0.2 -0.1
0.9 0.4 -0.2
-0.1 0.0 0.0
0.0 -0.1 0.1
0.1 -0.1 0.0
0.1 0.0 0.0
0.0 0.2 -0.1
0.9 0.0 0.5
-0.4 0.6 -0.6
0.2 0.2 -0.1
0.0 0.0 0.0
0.0 -0.2 0.1
-0.7 -0.6 0.1
0.1 0.0 0.0
0.0 0.1 -0.1
-0.1 0.0 -0.1
-0.1 -0.1 0.0
0.1 0.0 0.0

These are the Mulliken partial charges, in e, on atoms 1 to 5: C -1.0311; C 0.9186; C -0.3199; N -0.5556; C 1.1402

***

4.
This record from the Open Molecules 2025 dataset describes a 2-piece molecular cluster, C6H12O2 overall at a distorted geometry. The level of theory is wB97M-V/def2-TZVPD.

Output
Energy = -10499.7285 eV
HOMO (alpha / beta) = -14.71 / -14.71 eV
Maximum force = 5.07 eV Å⁻¹
E_LUMO (alpha / beta) = -4.7484 / -8.2390 eV
Spin multiplicity = 2
Gap between HOMO and LUMO (alpha / beta) = 9.96 / 6.47 eV
⟨S²⟩ = 0.777
Charge = +1
Energy above the lowest of the compared OMol25 structures with the same formula, charge and spin = 77.7 kcal per mole

Cartesian coordinates (Å):
1 C -1.052594 -1.102541 1.825371
2 C -0.154798 0.048779 1.602007
3 C 0.462584 0.636679 2.643845
4 C 0.593720 1.611713 -1.913240
5 O -0.225952 0.633847 -2.599034
6 C 0.297257 1.496943 -0.418017
7 C 0.221858 0.381935 0.304568
8 H -0.374127 -1.971402 1.945843
9 H -1.946779 -1.215691 1.076472
10 H -1.415288 -0.854539 2.834185
11 H 0.507730 0.124768 3.715720
12 H 0.910665 1.547076 2.872262
13 H 1.638808 1.548896 -2.159411
14 H 0.230390 2.643617 -2.090575
15 H -0.962173 1.168575 -3.009223
16 H -0.162532 2.518764 0.002441
17 H 0.613837 -0.501632 -0.184261
18 H 0.170338 -2.426320 -1.633080
19 H -0.171361 -2.391521 -0.103687
20 O 0.069993 -2.962803 -0.842702

Force components x, y, z for each atom (eV/Å):
-0.9 -0.1 0.1
-0.9 0.2 -0.5
-0.1 -1.4 4.9
-1.8 0.4 0.8
-0.3 1.7 -0.2
-1.2 4.1 0.2
1.4 -1.2 -1.0
-0.8 -0.1 -0.2
2.1 0.1 1.3
-0.5 -0.8 -0.2
-0.5 0.3 -2.4
0.9 1.9 -1.2
0.4 -0.3 -0.1
0.5 -0.6 -0.7
1.1 -1.2 0.5
1.2 -2.4 -0.5
-0.5 -0.4 -0.6
-0.1 0.2 0.0
-0.1 -0.2 -0.5
0.1 -0.1 0.4

These are the Mulliken partial charges, in e, on atoms 1 to 5: C -1.6163; C 0.8585; C -0.8771; C -0.5695; O -0.4856